Below is a 2-piece molecular cluster, C5H11NO overall in a non-equilibrium geometry, with properties calculated with ωB97M-V/def2-TZVPD.

Element x y z (Å)
C: 1.347 -1.648 1.027
N: 0.384 -0.822 1.142
C: -0.507 -0.732 -0.002
C: -1.836 -0.717 0.201
C: 0.155 -0.307 -1.312
C: 0.578 1.175 -1.256
H: 2.309 -1.460 1.503
H: 1.355 -2.411 0.240
H: -2.472 -0.147 -0.474
H: -2.393 -1.216 0.984
H: -0.429 -0.600 -2.185
H: 1.012 -0.980 -1.396
H: 0.813 1.623 -2.221
H: 1.266 1.312 -0.435
H: -0.244 1.840 -1.004
O: -0.360 2.101 1.777
H: -1.217 1.638 1.746
H: 0.239 1.349 1.666

## Properties
HOMO: -0.3327 hartree
Net charge: 0
HOMO-LUMO gap: 9.39 eV
LUMO level: 0.0125 Ha
SMILES string: C=NC(=C)CC.O

Below is a 2-piece molecular cluster, C5H11NO overall, with properties calculated with ωB97M-V/def2-TZVPD.

Element x y z (Å)
C: 2.270 -0.621 0.219
N: 1.161 0.259 -0.035
C: 1.354 1.505 -0.012
O: 0.364 2.396 -0.142
H: 2.054 -1.205 1.122
H: 2.380 -1.334 -0.607
H: 3.226 -0.096 0.363
H: 2.326 1.994 0.118
H: -0.468 1.877 -0.120
C: -2.164 0.710 -0.008
C: -1.477 -0.259 -0.613
C: -1.219 -1.616 -0.038
H: -2.437 1.623 -0.533
H: -2.493 0.613 1.025
H: -1.110 -0.100 -1.627
H: -1.351 -1.630 1.049
H: -1.941 -2.314 -0.478
H: -0.215 -1.980 -0.275

## Properties
HOMO: -0.3369 hartree
Net charge: 0
HOMO-LUMO gap: 10.26 eV
LUMO level: 0.0403 Ha
SMILES string: C/N=C/O.C=CC

Below is one molecule with the formula C5H11NO in a non-equilibrium geometry, with properties calculated with ωB97M-V/def2-TZVPD.

Element x y z (Å)
C: 2.276 1.187 1.912
C: 1.458 0.357 1.211
C: 0.861 0.639 -0.128
C: -0.787 0.594 0.173
N: -1.487 -0.629 -0.240
C: -1.234 -1.022 -1.586
O: -1.436 -2.419 -1.882
H: 2.185 1.105 2.932
H: 2.667 2.171 1.574
H: 1.225 -0.630 1.745
H: 1.190 1.689 -0.521
H: 1.061 -0.230 -0.727
H: -0.972 0.645 1.265
H: -1.150 1.477 -0.298
H: -1.346 -1.389 0.421
H: -0.246 -0.712 -1.859
H: -1.826 -0.353 -2.325
H: -2.439 -2.481 -1.665

## Properties
HOMO: -0.3187 hartree
Net charge: 0
HOMO-LUMO gap: 9.66 eV
LUMO level: 0.0365 Ha
SMILES string: C=CCCNCO

Below is one molecule with the formula C5H11NO in a non-equilibrium geometry, with properties calculated with ωB97M-V/def2-TZVPD.

Element x y z (Å)
C: 0.795 0.635 1.412
C: 0.598 -0.426 0.344
C: -0.209 -1.629 0.836
N: -0.024 0.201 -0.801
C: -1.416 0.561 -0.828
C: 0.724 0.727 -1.803
O: 1.938 0.793 -1.834
H: -0.180 1.049 1.702
H: 1.282 0.222 2.296
H: 1.403 1.445 0.996
H: 1.564 -0.772 -0.036
H: -0.401 -2.351 0.034
H: 0.351 -2.139 1.625
H: -1.174 -1.331 1.263
H: -2.050 0.051 -0.099
H: -1.571 1.641 -0.656
H: -1.718 0.233 -1.811
H: 0.088 1.092 -2.641

## Properties
HOMO: -0.3386 hartree
Net charge: 0
HOMO-LUMO gap: 10.09 eV
LUMO level: 0.0321 Ha
SMILES string: CC(C)N(C)C=O

Below is C5H11NO as an isolated structure, with properties calculated with ωB97M-V/def2-TZVPD.

Element x y z (Å)
C: -2.033 -0.054 -0.912
C: -1.369 0.948 -0.030
C: -1.113 0.657 1.303
N: 0.594 -0.917 0.708
C: 1.373 -0.185 -0.063
O: 1.034 0.954 -0.503
C: 2.767 -0.670 -0.465
H: -2.897 0.349 -1.447
H: -1.264 -0.330 -1.642
H: -2.303 -0.954 -0.356
H: -1.005 1.881 -0.437
H: -2.193 1.357 1.010
H: -0.478 1.327 1.872
H: -1.504 -0.239 1.762
H: 1.017 -1.820 0.908
H: 2.926 -0.466 -1.528
H: 2.925 -1.737 -0.270
H: 3.523 -0.101 0.089

## Properties
HOMO: -0.2903 hartree
Net charge: 0
HOMO-LUMO gap: 8.33 eV
LUMO level: 0.0159 Ha

Below is a 2-piece molecular cluster, C5H11NO overall in a non-equilibrium geometry, with properties calculated with ωB97M-V/def2-TZVPD.

Element x y z (Å)
C: -2.351 1.448 0.580
C: -1.734 0.307 0.703
C: -0.323 0.181 0.426
C: 0.361 -0.980 0.803
N: 1.572 -0.789 1.344
C: 2.314 0.413 0.820
H: -3.407 1.287 0.411
H: -2.007 2.470 0.916
H: -2.290 -0.575 0.916
H: 0.203 1.142 0.215
H: -0.107 -1.988 0.689
H: 2.106 -1.614 1.249
H: 2.097 1.281 1.397
H: 3.442 0.371 0.711
H: 1.932 0.390 -0.192
O: -0.837 -0.888 -3.889
H: -0.341 -1.645 -4.200
H: -0.629 -0.812 -2.898

## Properties
HOMO: -0.2665 hartree
Net charge: 0
HOMO-LUMO gap: 7.85 eV
LUMO level: 0.0221 Ha
SMILES string: C=C/C=C/NC.O

Question: Number 2 is which compound?
Answer: C5H11NO